[1]
5 unconnected molecules or ions with the total composition C4H16NO7 at a distorted geometry, computed with wB97M-V/def2-TZVPD.

Properties
Kohn-Sham gap = 0.3006 hartree
maximum force = 3.3 eV Å⁻¹
relative energy (zero: lowest compared OMol25 entry of this formula, charge and spin) = 298.16 kJ/mol
total charge = -1

Last column: natural (NBO) charge in e.
Positions of all 28 atoms, in Å:
O (-1.745820, -1.685183, 0.864360)  -0.813
C (-1.542465, -0.919044, -0.104221)  0.425
C (-1.176710, 0.596596, -0.006536)  -0.163
C (-1.351562, 1.149563, 1.404393)  -0.045
O (-2.472661, 0.692297, 2.081494)  -0.762
N (0.208510, 0.925415, -0.469994)  -0.718
C (0.860495, -0.479588, -0.724432)  0.112
O (-0.142670, -1.321955, -0.953376)  -0.690
H (-2.139822, -1.107305, -1.013041)  0.089
H (-1.718184, 1.375104, -0.629725)  0.178
H (-0.470647, 0.734052, 1.987993)  0.129
H (-1.237062, 2.241416, 1.429727)  0.166
H (-2.500339, -0.285718, 2.078473)  0.507
H (0.069623, 1.517725, -1.269986)  0.347
H (1.379604, -0.763219, 0.245418)  0.126
H (1.538537, -0.254786, -1.570564)  0.128
H (2.484683, 2.488385, 1.437849)  0.462
H (2.046404, 1.098515, 1.287978)  0.482
O (2.732252, 1.604374, 1.758507)  -0.951
H (0.075778, -2.188713, 2.258183)  0.499
H (1.418542, -1.559265, 2.504624)  0.458
O (0.960500, -2.412492, 2.588897)  -0.961
H (2.272028, 2.247781, -1.922561)  0.465
H (3.068706, 1.046059, -1.995215)  0.467
O (3.082220, 1.943418, -2.358004)  -0.933
H (-1.251125, -1.339365, -3.334063)  0.473
H (-0.297272, -0.352064, -2.986628)  0.474
O (-0.825952, -0.580473, -3.760561)  -0.953

Forces on atoms 1 to 3 (eV/Å):
O 0.152 0.435 1.401
C 0.625 0.133 -2.334
C -0.212 2.871 0.093

***

[2]
A molecular structure, C24H17Cl2N5O2RuSe at a distorted geometry, computed with wB97M-V/def2-TZVPD.

Properties
Kohn-Sham gap (spin up / spin down) = 0.2044 / 0.2043 hartree
maximum force = 1.9 eV Å⁻¹
relative energy (zero: lowest compared OMol25 entry of this formula, charge and spin) = 49.93 kJ/mol
total charge = 0

Last column: natural (NBO) charge in e.
Positions of all 52 atoms, in Å:
Ru (-0.047606, -0.019308, -0.385101)  0.592
O (-2.918055, -3.498837, 2.770111)  -0.633
C (-2.320765, -2.673340, 3.655982)  0.345
C (-2.508399, -2.894038, 5.018994)  -0.296
C (-1.922380, -2.078640, 5.966947)  -0.164
C (-1.130920, -1.012701, 5.567794)  -0.262
C (-0.930578, -0.785379, 4.222338)  -0.137
C (-1.505292, -1.594330, 3.238849)  -0.148
C (-1.187778, -1.256023, 1.841122)  0.601
O (-0.370966, -0.285355, 1.654407)  -0.630
N (-1.738788, -1.940241, 0.835142)  -0.389
N (-1.329102, -1.489474, -0.331849)  -0.072
C (-1.710014, -1.957250, -1.488757)  -0.033
C (-1.167700, -1.310727, -2.637758)  0.179
C (-1.523814, -1.641166, -3.953135)  -0.220
C (-1.025545, -0.914016, -5.004582)  -0.147
C (-0.161404, 0.152764, -4.746615)  -0.261
C (0.178894, 0.415696, -3.439966)  0.077
N (-0.284489, -0.293307, -2.410287)  -0.382
H (-3.423334, -4.157208, 3.257952)  0.477
H (-3.129496, -3.727845, 5.329352)  0.202
H (-2.082742, -2.278226, 7.018499)  0.214
H (-0.672362, -0.367231, 6.304534)  0.216
H (-0.311992, 0.038750, 3.895502)  0.239
H (-2.419439, -2.771526, -1.542993)  0.219
H (-2.206300, -2.466314, -4.106296)  0.228
H (-1.296813, -1.151601, -6.024303)  0.226
H (0.241368, 0.756640, -5.546032)  0.230
H (0.864168, 1.218153, -3.199006)  0.211
Cl (-3.860594, 2.979776, -0.719141)  0.056
C (-2.242952, 3.537426, -0.856405)  0.015
C (-1.980726, 4.863364, -1.125123)  -0.251
C (-0.670476, 5.319255, -1.222226)  -0.157
C (0.397591, 4.452213, -1.030037)  -0.287
C (0.126383, 3.131600, -0.770085)  0.062
Cl (1.379668, 1.971941, -0.498574)  0.166
C (-1.191829, 2.585493, -0.688004)  -0.028
N (-1.402466, 1.289570, -0.479472)  -0.409
H (-2.806145, 5.550220, -1.254242)  0.235
H (-0.478302, 6.359618, -1.444545)  0.226
H (1.420274, 4.804066, -1.077702)  0.233
Se (1.687773, -1.774534, -0.244866)  -0.077
C (3.443855, -1.018141, -0.356985)  -0.142
C (4.351265, -1.520005, -1.284672)  -0.288
C (5.628612, -0.983394, -1.323428)  0.038
N (6.044260, -0.011632, -0.515269)  -0.435
C (5.173132, 0.459543, 0.371465)  0.037
C (3.871391, -0.004272, 0.494135)  -0.303
H (4.049931, -2.310879, -1.958456)  0.225
H (6.356441, -1.347263, -2.041671)  0.189
H (5.542114, 1.246355, 1.022155)  0.189
H (3.202457, 0.401765, 1.242283)  0.224

Forces on atoms 1 to 3 (eV/Å):
Ru -0.985 1.024 0.496
O 0.060 0.074 -0.293
C 0.254 0.344 0.107

***

[3]
A molecular structure, C40H62N6OOsPS at a distorted geometry, computed with wB97M-V/def2-TZVPD.

Properties
Kohn-Sham gap (spin up / spin down) = 0.1982 / 0.1983 hartree
maximum force = 2.1 eV Å⁻¹
relative energy (zero: lowest compared OMol25 entry of this formula, charge and spin) = 79.49 kJ/mol
total charge = +3

Last column: Mulliken charge in e.
Positions of all 112 atoms, in Å:
Os (-0.446284, 0.153779, 0.096776)  -0.206
C (4.136615, -0.945840, -1.058987)  -1.681
C (2.951905, -0.815269, -0.088068)  0.830
C (3.471942, -0.418857, 1.296627)  -1.158
P (1.599194, 0.239848, -0.764516)  0.500
C (1.601742, -0.042362, -2.577505)  0.363
C (0.625020, 0.876615, -3.309686)  -2.161
C (1.285309, -1.509541, -2.894506)  -1.622
C (1.948738, 1.998099, -0.510890)  -0.540
C (3.163701, 2.635704, -0.670702)  -0.098
C (3.334801, 3.977821, -0.300976)  0.452
C (4.656214, 4.661892, -0.465238)  -1.684
C (2.250115, 4.653397, 0.257223)  -1.209
C (1.010834, 4.051569, 0.373274)  0.189
C (0.845556, 2.732408, -0.054514)  -0.193
N (-0.416552, 2.063367, 0.045927)  1.857
C (-1.540110, 2.919069, 0.074820)  0.476
C (-1.682519, 3.977081, -0.869647)  0.576
C (-0.789152, 4.215463, -2.063968)  -1.953
C (-2.788437, 4.795846, -0.754275)  -1.109
C (-3.740441, 4.643485, 0.254637)  0.240
C (-4.899133, 5.582959, 0.365902)  -1.586
C (-3.596180, 3.575263, 1.136759)  -1.111
C (-2.536853, 2.692198, 1.064252)  0.824
C (-2.443719, 1.631568, 2.125236)  -1.000
H (4.828611, -1.681235, -0.647822)  0.525
H (4.688770, -0.009654, -1.147473)  0.233
H (3.866303, -1.282546, -2.055738)  0.375
H (2.467940, -1.795391, 0.006530)  0.346
H (3.829674, 0.611752, 1.321891)  0.289
H (4.317808, -1.063459, 1.537487)  0.575
H (2.734753, -0.551782, 2.085893)  0.257
H (2.612827, 0.207764, -2.906516)  1.173
H (-0.388007, 0.802255, -2.902571)  0.194
H (0.578888, 0.586637, -4.360435)  0.723
H (0.944436, 1.917988, -3.273869)  0.318
H (0.218906, -1.698619, -2.753661)  -0.033
H (1.842327, -2.223186, -2.286084)  0.291
H (1.524368, -1.714076, -3.938587)  0.619
H (4.015009, 2.103832, -1.076942)  0.273
H (5.404860, 4.007144, -0.904824)  0.381
H (5.024104, 5.012644, 0.500711)  0.379
H (4.548489, 5.542275, -1.101090)  0.383
H (2.380318, 5.670499, 0.606136)  0.497
H (0.183228, 4.591846, 0.811370)  0.684
H (-0.239127, 3.328630, -2.369109)  0.252
H (-0.065572, 5.007672, -1.876529)  0.455
H (-1.399855, 4.539361, -2.906075)  0.572
H (-2.923745, 5.584036, -1.486362)  0.521
H (-4.726114, 6.505020, -0.184336)  0.411
H (-5.106851, 5.826141, 1.407462)  0.418
H (-5.799797, 5.113218, -0.038333)  0.326
H (-4.332454, 3.438528, 1.919862)  0.544
H (-3.364027, 1.613320, 2.704717)  0.638
H (-1.624581, 1.823336, 2.818776)  0.257
H (-2.312572, 0.618084, 1.728366)  0.040
C (-2.673856, -1.809042, -4.590090)  -1.217
N (-3.022174, -1.507920, -3.195910)  0.129
C (-3.281835, -2.694661, -2.386754)  -0.900
C (-2.969518, -0.270158, -2.697524)  0.648
S (-2.717258, -0.021547, -0.971203)  -0.295
N (-3.195705, 0.763603, -3.497461)  0.201
C (-4.096654, 0.688764, -4.661754)  -1.288
C (-2.822367, 2.118835, -3.102780)  -0.983
H (-1.955149, -2.629186, -4.578805)  0.380
H (-2.209260, -0.947584, -5.057044)  0.381
H (-3.544388, -2.120299, -5.166032)  0.392
H (-3.943682, -3.349391, -2.952376)  0.442
H (-3.757372, -2.427291, -1.450029)  0.406
H (-2.349363, -3.229479, -2.195037)  0.048
H (-4.694641, -0.215664, -4.618220)  0.429
H (-3.547947, 0.730811, -5.600925)  0.404
H (-4.765062, 1.545830, -4.603784)  0.459
H (-1.838757, 2.103238, -2.645363)  -0.085
H (-3.543268, 2.536529, -2.398663)  0.530
H (-2.789396, 2.729566, -4.002620)  0.620
C (0.056519, -5.072708, -1.624912)  -1.082
C (-0.561562, -4.561466, -0.316577)  -0.544
C (-0.518903, -3.101724, -0.215315)  0.159
N (-0.489412, -1.960122, -0.108250)  0.114
H (-0.013689, -6.157808, -1.639746)  0.412
H (1.106838, -4.796495, -1.700608)  0.322
H (-0.471771, -4.685313, -2.495182)  0.238
H (-0.031559, -4.955284, 0.553857)  0.288
H (-1.607569, -4.857681, -0.214537)  0.404
C (3.649265, -3.407087, 4.072696)  -1.231
C (2.311230, -3.737081, 3.428202)  -0.076
N (1.204239, -3.731139, 4.381617)  0.298
C (0.931117, -4.987957, 5.103120)  -0.744
C (-0.075403, -5.852721, 4.365548)  -1.056
C (0.441274, -2.666652, 4.677244)  -0.326
O (-0.460919, -2.644694, 5.492757)  -0.615
C (0.705692, -1.357883, 3.960894)  0.488
C (1.229453, -0.273854, 4.649189)  -0.412
C (1.311949, 0.938627, 3.991528)  -1.321
C (0.875554, 1.042302, 2.687170)  0.367
N (0.325990, 0.007072, 2.013525)  0.473
C (0.255100, -1.175354, 2.670826)  -0.701
H (4.459503, -3.467440, 3.344563)  0.409
H (3.877721, -4.106508, 4.876396)  0.390
H (3.639730, -2.401164, 4.498117)  0.227
H (2.340012, -4.736668, 2.990432)  0.451
H (2.102944, -3.042669, 2.609268)  -0.306
H (0.562403, -4.726726, 6.091681)  0.460
H (1.885420, -5.500241, 5.224841)  0.377
H (-1.032209, -5.336104, 4.282571)  0.305
H (-0.243342, -6.784388, 4.904422)  0.417
H (0.278267, -6.115110, 3.364438)  0.233
H (1.539976, -0.380078, 5.681181)  0.620
H (1.707392, 1.817541, 4.481939)  0.604
H (0.943140, 1.986605, 2.177336)  0.104
H (-0.247919, -1.984554, 2.171311)  0.640

Forces on atoms 1 to 3 (eV/Å):
Os -1.880 -0.282 0.782
C 0.044 -0.015 0.048
C 0.063 -0.076 0.015

***

Which of these has the lowest total charge?
C4H16NO7